Computed, not measured: C9H9NO3 in the gas phase in a non-equilibrium geometry, with ωB97M-V/def2-TZVPD.

For the HOMO energy (spin up / spin down), the calculation gives -5.1 / -9.1 eV. The calculation puts the energy above the lowest of the compared OMol25 structures with the same formula, charge and spin at 7.8 kJ/mol. Its total charge is 0. Its multiplicity is 3. The HOMO-LUMO gap (spin up / spin down) is 5.6 / 7.4 eV. For the total energy, the calculation gives -17106.07036 eV. Its expectation value of S² is 2.022.

Positions of all 22 atoms, in Å:
C  -2.303  -0.082  0.897
C  -1.464  0.944  1.475
C  -2.015  -0.676  -0.265
C  -0.295  1.285  0.934
C  -0.664  -0.507  -0.953
C  0.139  0.606  -0.311
C  0.129  -1.775  -0.718
C  1.304  -0.785  1.036
C  1.356  0.922  -0.876
N  0.874  -1.711  0.481
O  1.907  -0.144  1.827
O  2.292  1.710  -0.260
O  1.800  0.309  -1.956
H  -3.161  -0.177  1.469
H  -1.937  1.390  2.363
H  -2.537  -1.495  -0.707
H  0.310  2.170  1.207
H  -1.014  -0.224  -1.917
H  -0.357  -2.796  -0.647
H  0.904  -1.859  -1.629
H  2.007  2.197  0.598
H  2.723  0.700  -2.048